# 1
Entry from the OMol25 dataset: a 2-piece molecular cluster, C2H8N6 overall (ωB97M-V/def2-TZVPD).

Atoms and positions in Å:
C -1.89 -1.08 -0.61
C 1.44 0.59 -0.20
N -1.60 -1.85 -1.48
N -1.94 -0.04 0.04
N 2.19 -0.28 0.24
N 0.58 1.18 -0.76
N -2.97 0.77 0.62
N 3.54 -0.20 0.77
H -1.58 -2.83 -1.53
H -2.86 1.78 0.28
H 0.62 1.80 -1.57
H -3.09 0.53 1.55
H -4.04 0.51 0.19
H 3.47 -0.79 1.56
H 4.07 0.64 0.72
H 4.05 -0.73 0.17

Results
Calculated total energy in Eh: -408.7252
Energy relative to the best compared isomer or geometry (same formula, charge and spin) in kcal per mole: 77.6
Charge: +2
E_HOMO in eV: -17.864


# 2
Entry from the OMol25 dataset: a 2-piece molecular cluster, C2H8NO overall (ωB97M-V/def2-TZVPD).

Atoms and positions in Å:
O 2.30 -0.95 -1.76
H 2.49 -0.89 -0.78
C -1.12 -0.27 1.20
C -0.38 0.79 0.31
N 0.19 0.48 -1.05
H -1.61 -0.99 0.55
H -0.21 -0.95 1.42
H -1.48 0.08 2.21
H -1.09 1.63 0.07
H 0.57 1.16 0.81
H 0.93 -0.17 -1.26
H -0.59 0.08 -1.72

Results
Calculated total energy in Eh: -210.9316
Energy relative to the best compared isomer or geometry (same formula, charge and spin) in kcal per mole: 33.1
Charge: -1
E_HOMO in eV: -2.601


# 3
Entry from the OMol25 dataset: a 2-piece molecular cluster, C2H8NO overall (ωB97M-V/def2-TZVPD).

Atoms and positions in Å:
O 1.97 0.90 -0.62
H 0.64 -0.21 -0.14
H 2.26 0.39 -1.39
H 2.79 1.34 -0.28
C -1.32 -0.69 -0.67
C -0.47 0.20 1.49
N -0.29 -0.24 0.28
H -2.24 -0.62 -0.04
H -1.26 -0.14 -1.63
H -0.97 -1.73 -0.90
H 0.36 0.27 2.11
H -1.46 0.52 1.78

Results
Calculated total energy in Eh: -210.7086
Energy relative to the best compared isomer or geometry (same formula, charge and spin) in kcal per mole: 27.9
Charge: +1
E_HOMO in eV: -16.546


# 4
Entry from the OMol25 dataset: an isolated ion of composition C2H8NO and charge +1 (ωB97M-V/def2-TZVPD).

Atoms and positions in Å:
C -0.59 -0.16 1.26
C 0.70 -0.17 -0.96
N 0.31 0.55 0.39
O -0.12 0.34 -1.98
H -0.65 0.32 2.34
H -1.65 -0.22 0.86
H -0.41 -1.28 1.51
H 1.79 0.11 -1.32
H 0.57 -1.30 -0.91
H 1.16 0.78 0.94
H -0.20 1.32 -0.03
H -0.91 -0.29 -2.11

Results
SMILES: C[NH2+]CO
Calculated total energy in Eh: -210.6917
Energy relative to the best compared isomer or geometry (same formula, charge and spin) in kcal per mole: 38.6
Charge: +1
E_HOMO in eV: -16.633


# 5
Entry from the OMol25 dataset: a 2-piece molecular cluster, C2H8NO2 overall (ωB97M-V/def2-TZVPD).

Atoms and positions in Å:
C -1.05 -0.12 0.24
O 0.00 0.62 0.61
C -0.59 -0.77 -1.13
N 0.63 -0.16 -1.59
H -1.19 -1.00 0.95
H -1.95 0.51 0.15
H -0.43 -1.88 -1.14
H -1.37 -0.58 -1.90
H 0.33 0.84 -1.69
H 1.41 -0.06 -0.82
H 1.99 0.49 2.05
H 0.70 0.98 1.81
O 1.52 1.14 2.47

Results
Calculated total energy in Eh: -286.2064
Energy relative to the best compared isomer or geometry (same formula, charge and spin) in kcal per mole: 25.6
Charge: -1
E_HOMO in eV: -3.388


# 6
Entry from the OMol25 dataset: a 2-piece molecular cluster, C2H8NO2 overall (ωB97M-V/def2-TZVPD).

Atoms and positions in Å:
C -1.77 1.24 0.04
N -0.79 0.31 -0.43
C 0.84 -0.21 -1.07
O 1.47 0.51 -1.91
H -1.66 1.62 1.08
H -1.72 2.17 -0.54
H -2.80 0.87 -0.01
H -0.99 -0.61 -0.04
H 1.21 -0.27 -0.04
H 0.49 -1.12 -1.56
H 0.20 -0.61 2.56
H 0.28 -1.78 1.78
O 0.45 -1.53 2.67

Results
Calculated total energy in Eh: -286.1613
Energy relative to the best compared isomer or geometry (same formula, charge and spin) in kcal per mole: 53.9
Charge: -1
E_HOMO in eV: -2.560


# 7
Entry from the OMol25 dataset: a 2-piece molecular cluster, C2H8NO2 overall (ωB97M-V/def2-TZVPD).

Atoms and positions in Å:
C -0.89 0.35 0.52
N -0.34 -0.37 -0.58
C 0.25 0.44 -1.72
O -0.56 1.28 -2.47
H -1.21 1.40 0.36
H -1.79 -0.14 0.81
H -0.27 0.44 1.43
H -1.13 -0.78 -1.02
H 0.98 0.98 -1.27
H 0.81 -0.42 -2.28
H 1.03 -1.23 1.45
H 1.44 -0.60 2.68
O 1.68 -1.36 2.08

Results
Calculated total energy in Eh: -286.1945
Energy relative to the best compared isomer or geometry (same formula, charge and spin) in kcal per mole: 33.1
Charge: -1
E_HOMO in eV: -2.442


# 8
Entry from the OMol25 dataset: a 2-piece molecular cluster, C2H8NO2 overall (ωB97M-V/def2-TZVPD).

Atoms and positions in Å:
C 0.85 -1.11 -1.51
N 1.36 -0.55 -0.23
H 1.63 -1.69 -2.05
H 0.55 -0.24 -2.12
H -0.16 -1.46 -1.22
H 0.48 -0.29 0.39
H 2.11 -1.11 0.21
H 1.84 0.36 -0.42
O -0.57 0.26 1.17
C -1.60 0.87 1.58
O -2.46 1.53 0.72
H -1.81 0.97 2.64
H -2.22 2.47 0.84

Results
Calculated total energy in Eh: -286.0971
Energy relative to the best compared isomer or geometry (same formula, charge and spin) in kcal per mole: 31.9
Charge: 0
E_HOMO (spin up / spin down) in eV: -3.604 / -8.597
Multiplicity: 2


# 9
Entry from the OMol25 dataset: a 2-piece molecular cluster, C2H8NO2 overall (ωB97M-V/def2-TZVPD).

Atoms and positions in Å:
C 0.07 0.91 -1.63
C -0.14 -0.96 1.10
N 1.12 -0.96 1.16
O -0.82 -0.36 1.96
O -0.82 0.65 -0.55
H 0.59 0.16 -2.07
H 0.97 1.45 -1.28
H -0.53 1.41 -2.42
H -0.66 -1.56 0.23
H -1.31 1.42 -0.52
H 1.52 -0.50 1.91
H 1.77 -1.39 0.40
H -1.74 -0.26 1.71

Results
Calculated total energy in Eh: -285.9360
Energy relative to the best compared isomer or geometry (same formula, charge and spin) in kcal per mole: 51.7
Charge: +1
E_HOMO in eV: -15.007